Record 1
53
Properties=species:S:1:pos:R:3:forces:R:3:mulliken_charge:R:1 method="wB97M-V/def2-TZVPD" lumo_energy_ha="0.145 / 0.124" molar_mass_g_mol=1045.9 largest_force_ev_per_a=1.808 multiplicity=6 total_charge=-2
Ru 0.59872 0.81731 -0.44666 -1.03 -0.67 -0.02 0.363
C -1.96764 4.19245 -1.17989 0.22 0.00 -0.04 -0.706
C -0.82335 3.41641 -1.15753 -0.14 -0.08 -0.07 -0.183
N -0.88253 2.03927 -1.09121 -0.10 -0.04 0.43 0.072
C -2.13501 1.46275 -1.00928 0.08 -0.05 -0.05 -0.274
C -3.34199 2.19465 -1.07488 -0.04 0.31 -0.02 1.204
C -3.22731 3.62785 -1.15464 -0.20 -0.29 0.00 -1.003
C -4.55147 1.49138 -1.04154 0.02 -0.10 0.02 -0.797
C -4.57426 0.09880 -0.95641 0.04 0.09 0.00 -0.724
C -3.38754 -0.64135 -0.86797 -0.05 -0.26 0.02 1.112
C -3.31126 -2.07331 -0.77664 -0.09 0.25 -0.03 -1.123
C -2.06056 -2.66458 -0.67124 0.10 0.02 0.03 -0.850
C -0.90698 -1.90904 -0.62636 -0.16 0.14 0.02 -0.405
N -0.93636 -0.54060 -0.70994 -0.10 0.17 0.26 0.369
C -2.15778 0.06084 -0.85761 0.06 0.07 -0.03 -0.064
H -1.84276 5.26721 -1.23649 0.00 0.00 -0.01 0.392
H 0.15334 3.86885 -1.22015 0.05 0.01 0.08 0.110
H -4.12264 4.23651 -1.19812 0.01 -0.01 0.03 0.349
H -5.47939 2.05277 -1.07645 0.00 -0.01 -0.01 0.331
H -5.52015 -0.43302 -0.93843 0.01 0.02 -0.01 0.331
H -4.21861 -2.66481 -0.80170 0.01 0.01 0.00 0.334
H -1.96177 -3.74220 -0.61760 -0.01 -0.01 0.02 0.421
H 0.05763 -2.36789 -0.52557 0.05 -0.03 0.06 0.415
Te 3.98100 0.81271 0.30284 1.19 -0.11 0.27 0.118
Te 6.51752 1.38336 -0.24132 -0.36 -0.04 0.00 -0.355
Te 3.46846 4.72810 -0.91324 -0.40 0.02 0.12 -0.568
Te 2.47411 2.27670 -1.41603 1.46 0.57 -0.90 0.106
F 2.73398 -6.23293 -1.66055 0.02 0.03 0.00 -0.353
C 2.55803 -4.89476 -1.57151 0.02 -0.10 0.08 0.659
C 2.32502 -4.13348 -2.69981 -0.01 0.03 -0.17 0.222
F 2.27937 -4.73999 -3.90383 -0.01 0.02 0.05 -0.337
C 2.14439 -2.77120 -2.60428 0.00 -0.01 -0.12 0.403
F 1.91058 -2.08950 -3.73919 0.00 0.00 0.05 -0.351
C 2.17945 -2.05966 -1.38029 0.09 0.04 -0.18 -0.469
O 2.00849 -0.79095 -1.34916 -0.19 0.24 0.17 -0.175
C 2.43307 -2.88215 -0.25981 0.05 -0.02 0.15 0.550
F 2.46985 -2.33613 0.97101 -0.03 0.04 -0.07 -0.211
C 2.61294 -4.25043 -0.35254 0.02 0.01 0.08 -0.050
F 2.84682 -4.97313 0.76083 -0.02 0.03 -0.02 -0.348
C -0.55477 1.31524 2.61234 -0.09 -0.06 0.01 -1.777
C 0.94741 1.03107 2.56341 -0.05 0.12 -0.31 1.477
C 1.70436 2.21491 3.17046 0.06 0.06 -0.06 -1.644
C 1.26270 -0.24470 3.34615 0.04 -0.08 -0.06 -1.657
N 1.36943 0.84657 1.18086 -0.51 -0.38 0.28 -0.190
H -0.88187 1.48051 3.64450 -0.01 -0.01 -0.02 0.464
H -1.11262 0.47331 2.19576 -0.01 0.01 0.00 0.305
H -0.78701 2.20336 2.02241 -0.02 0.03 -0.01 0.309
H 1.38690 2.37595 4.20647 0.02 0.01 -0.04 0.416
H 1.51413 3.11989 2.59084 -0.01 0.01 0.01 0.302
H 2.77943 2.03225 3.15317 0.01 -0.01 0.01 0.364
H 0.95270 -0.13708 4.39109 0.02 -0.01 -0.02 0.451
H 2.33403 -0.45335 3.31283 -0.01 0.01 0.00 0.356
H 0.74175 -1.09470 2.90291 -0.01 0.00 0.01 0.307

Record 2
59
Properties=species:S:1:pos:R:3:forces:R:3:mulliken_charge:R:1 method="wB97M-V/def2-TZVPD" lumo_energy_ha=0.092 molar_mass_g_mol=826.9 largest_force_ev_per_a=0.979 total_charge=-1
Ga -0.80547 -0.35389 0.68120 0.22 0.83 -0.48 0.925
O -0.19479 0.10338 2.41698 -0.12 -0.17 0.10 -0.233
C 0.85114 -0.29992 3.07790 0.10 0.09 -0.11 0.175
C 0.77563 -0.41407 4.48340 -0.05 -0.02 0.08 -0.625
C 1.85931 -0.81681 5.22497 0.08 0.01 -0.08 -0.389
C 3.08399 -1.11841 4.61090 0.01 0.00 0.09 -0.772
C 3.18306 -1.00366 3.24659 0.01 -0.02 -0.06 -0.603
C 2.09420 -0.59255 2.46124 -0.11 -0.15 0.03 0.905
C 2.26774 -0.52531 1.03232 0.10 0.17 0.00 -0.165
N 1.37824 -0.16204 0.19119 -0.23 -0.24 0.13 -0.001
C 1.68826 -0.21446 -1.22502 -0.11 -0.06 -0.08 -1.004
C 0.58967 -1.04968 -1.89823 0.20 0.03 0.10 -0.329
N -0.63399 -0.42198 -1.45140 0.06 -0.39 0.30 0.082
C -1.39353 0.20074 -2.26191 -0.04 0.10 -0.09 -0.210
C -2.34648 1.20643 -1.86985 -0.09 0.03 0.10 0.602
C -3.25109 1.70433 -2.82171 0.05 -0.08 -0.05 -0.594
C -4.04838 2.78816 -2.55956 -0.09 0.09 0.01 -0.759
C -3.92646 3.42820 -1.31620 0.07 -0.11 -0.05 -0.370
C -3.03501 2.97808 -0.37490 -0.08 0.03 0.06 -0.672
C -2.23423 1.83386 -0.59935 0.12 -0.09 -0.03 0.338
O -1.40338 1.45028 0.32844 -0.19 0.02 0.13 -0.627
H -0.17483 -0.18694 4.94917 0.00 -0.02 -0.03 0.438
H 1.76767 -0.90946 6.30134 -0.03 0.01 -0.02 0.370
H 3.93052 -1.44498 5.20105 -0.02 0.01 -0.01 0.389
H 4.11707 -1.24601 2.74885 -0.02 0.01 -0.01 0.333
H 3.25518 -0.82078 0.66006 0.04 0.05 0.02 0.189
H 1.64127 0.80404 -1.62016 0.06 0.01 -0.05 0.317
H 2.67859 -0.63509 -1.42338 0.03 -0.02 0.06 0.510
H 0.70253 -1.04504 -2.98614 -0.08 0.02 -0.03 0.746
H 0.65470 -2.06838 -1.51859 -0.04 -0.02 -0.09 -0.419
H -1.25642 0.04778 -3.33815 0.05 0.01 -0.01 0.353
H -3.31159 1.20666 -3.78524 0.02 0.01 0.02 0.360
H -4.75612 3.14814 -3.29516 0.02 -0.02 0.01 0.398
H -4.55129 4.28510 -1.09198 0.02 0.01 0.00 0.415
H -2.95202 3.45284 0.59466 0.03 0.00 -0.02 0.415
Te -2.97184 -1.74469 1.14480 -0.33 0.14 0.05 0.025
C -4.54059 -0.47148 0.51664 0.23 0.04 0.09 0.044
C -5.35010 -0.61745 -0.57291 -0.02 -0.03 -0.10 -0.337
C -6.38314 0.35998 -0.64762 -0.01 -0.04 0.07 -0.584
C -6.34630 1.23191 0.39831 0.04 0.07 0.05 -0.493
S -5.06250 0.85975 1.46949 -0.03 -0.08 -0.03 -0.156
H -5.20639 -1.40885 -1.29770 0.01 0.06 0.01 0.442
H -7.12268 0.39948 -1.43629 0.04 0.04 -0.01 0.365
H -6.98255 2.08512 0.58192 -0.02 -0.07 -0.03 0.411
F 1.54776 -4.45276 3.31862 0.02 0.08 -0.06 -0.226
C 1.50405 -4.48641 1.98380 0.00 -0.07 0.21 0.670
F 2.54592 -3.79992 1.52439 -0.08 0.03 -0.08 -0.168
F 1.62924 -5.76282 1.61358 -0.01 0.08 -0.01 -0.244
S -0.15917 -3.76569 1.43043 0.57 -0.02 -0.23 0.501
O 0.21078 -2.52562 0.74814 -0.28 -0.37 0.35 -0.286
O -0.87728 -3.64415 2.65759 -0.32 -0.09 -0.16 -0.625
N -0.80145 -4.85859 0.48103 0.48 0.03 -0.03 -0.529
S 0.01409 -5.22221 -0.84219 -0.02 0.04 -0.27 0.895
O 1.27641 -4.53644 -0.93885 0.01 0.05 -0.06 -0.551
O -0.02794 -6.61886 -1.14235 -0.15 -0.05 0.23 -0.639
C -1.00313 -4.47912 -2.21332 -0.10 -0.11 0.09 0.641
F -0.20360 -4.22634 -3.26062 -0.05 -0.05 0.00 -0.265
F -1.95218 -5.32923 -2.61220 0.01 0.11 0.02 -0.256
F -1.58088 -3.33968 -1.84914 0.01 0.08 -0.01 -0.122

Record 3
45
Properties=species:S:1:pos:R:3:forces:R:3:mulliken_charge:R:1 method="wB97M-V/def2-TZVPD" lumo_energy_ha=-0.040 molar_mass_g_mol=387.5 largest_force_ev_per_a=0.548 total_charge=0
C -0.60583 -1.56122 -1.76126 -0.06 -0.07 0.05 -0.821
C -0.55252 -1.26471 -3.26184 0.21 -0.07 -0.03 -0.682
N -1.66090 -0.44589 -3.77961 -0.05 0.01 0.55 -0.363
C -2.96438 -0.81783 -3.44981 0.12 0.12 -0.22 0.355
C -3.90930 0.09394 -3.06655 -0.18 0.04 0.07 -0.818
C -5.26553 -0.26477 -2.82062 0.02 0.00 -0.01 -0.640
C -5.71282 -1.53913 -2.93457 -0.08 -0.19 0.00 -0.713
C -4.77114 -2.52541 -3.32303 0.11 0.25 -0.09 0.625
N -5.01503 -3.82167 -3.51827 0.06 -0.21 0.11 -0.667
S -3.62698 -4.48699 -3.96138 -0.03 -0.09 -0.16 0.151
N -2.66312 -3.20884 -3.97504 0.02 -0.22 0.07 -0.478
C -3.40584 -2.17145 -3.58889 -0.17 0.02 0.03 1.028
H 0.39050 -1.53154 -1.32428 0.04 -0.05 0.02 0.244
H -1.20906 -0.82896 -1.22404 0.02 0.11 -0.02 0.251
H -1.03517 -2.54321 -1.56356 -0.05 -0.02 0.00 0.328
H -0.50807 -2.19413 -3.82084 -0.01 0.02 -0.06 0.333
H 0.35851 -0.71485 -3.49239 -0.01 0.09 -0.06 0.452
H -1.51966 0.50584 -3.46494 0.01 0.09 -0.21 0.305
H -3.62951 1.13331 -2.94779 0.08 0.02 -0.01 0.317
H -5.96583 0.50452 -2.52599 0.05 0.11 0.01 0.361
H -6.73662 -1.82268 -2.74696 -0.06 0.02 0.01 0.431
C 5.15711 -0.44549 0.57067 0.00 0.01 0.02 -0.552
C 5.85579 -0.18656 1.74505 -0.02 0.01 -0.01 -0.461
C 5.22271 0.43298 2.80888 0.08 -0.05 -0.03 -0.630
C 3.88751 0.80107 2.70181 -0.06 0.00 -0.02 0.340
C 3.18807 0.54812 1.52021 -0.01 0.04 0.05 0.219
C 3.82706 -0.07909 0.45785 0.08 -0.04 -0.04 -0.526
C 1.76055 0.94950 1.36998 -0.04 -0.03 -0.05 0.528
O 1.14958 0.71914 0.34748 -0.01 0.01 -0.02 -0.654
C 1.10905 1.64484 2.51593 0.05 -0.02 0.03 0.207
C -0.21141 2.05826 2.39083 -0.09 0.03 0.04 -0.570
C -0.83807 2.69758 3.44659 0.02 0.00 0.01 -0.517
C -0.15006 2.92363 4.63400 0.00 -0.01 -0.02 -0.471
C 1.16594 2.51431 4.76422 -0.08 0.04 0.04 -0.614
C 1.80113 1.87637 3.70628 0.02 -0.01 -0.06 0.284
C 3.22269 1.45531 3.86513 0.04 0.01 0.07 0.532
O 3.81832 1.63930 4.90481 0.00 0.01 -0.01 -0.667
H 5.65328 -0.93365 -0.25763 0.01 0.00 0.00 0.406
H 6.89652 -0.46997 1.82905 0.00 -0.01 0.00 0.398
H 5.75293 0.63516 3.72905 -0.05 0.03 0.03 0.476
H 3.27360 -0.27252 -0.45050 -0.05 0.03 0.01 0.487
H -0.73692 1.87205 1.46457 0.05 -0.03 -0.03 0.502
H -1.86580 3.02067 3.34691 -0.01 0.00 0.00 0.405
H -0.64334 3.42035 5.45890 0.00 0.01 0.00 0.399
H 1.71209 2.68432 5.68156 0.05 -0.02 -0.02 0.477

Record 4
49
Properties=species:S:1:pos:R:3:forces:R:3:mulliken_charge:R:1 method="wB97M-V/def2-TZVPD" lumo_energy_ha=0.080 molar_mass_g_mol=502.4 largest_force_ev_per_a=2.242 total_charge=-1
C 3.67075 -0.18141 -5.15247 0.06 0.01 -0.14 -1.424
C 3.11660 -0.24348 -3.76238 -0.38 -0.27 0.47 0.991
C 3.89903 -0.75316 -2.72609 0.16 0.07 0.23 -0.593
C 3.43471 -0.80136 -1.41502 -0.48 -0.07 0.17 -0.353
C 2.12736 -0.36383 -1.13413 0.48 -0.12 -0.54 0.060
S 1.51784 -0.38506 0.53568 -1.58 0.07 1.00 1.387
O 2.38474 -1.18846 1.35022 0.08 0.34 -0.63 -0.711
O 1.10421 0.93370 0.91413 0.94 -0.57 -0.54 -0.617
N 0.03730 -1.24805 0.48847 1.01 -0.18 -1.02 0.118
C -0.05079 -2.58292 0.03499 0.01 -0.52 -0.43 -0.098
C 0.97066 -3.40681 -0.44359 0.05 0.00 0.28 -0.504
C 0.60472 -4.57301 -1.11458 -0.72 0.14 0.16 -0.705
C -0.75104 -4.88289 -1.29485 -0.40 0.30 -0.02 -0.379
C -1.78272 -4.04434 -0.83428 1.12 0.16 0.42 -0.218
Br -3.60151 -4.26175 -1.30767 0.24 -0.33 -0.02 -0.189
C -1.43112 -2.89988 -0.11039 -0.22 0.62 0.24 0.385
C -2.16452 -1.68913 0.28484 0.56 -0.45 0.22 0.066
N -3.51106 -1.54142 0.78289 -1.35 0.55 -0.08 1.170
O -4.03913 -2.47860 1.42457 1.12 1.36 -1.27 -0.598
O -4.09258 -0.44929 0.56814 1.17 -1.86 0.45 -0.642
C -1.21765 -0.68177 0.47668 -0.86 1.53 -0.12 -0.177
C 1.31815 0.12030 -2.16657 -0.07 -0.14 0.36 -0.352
C 1.80779 0.15410 -3.46818 0.12 0.12 -0.01 -0.927
H 2.93765 0.25369 -5.83529 0.15 -0.09 -0.03 0.335
H 4.57746 0.43477 -5.17064 -0.16 -0.08 -0.06 0.339
H 3.94680 -1.18360 -5.50559 -0.09 0.22 0.01 0.322
H 4.90102 -1.12317 -2.95655 -0.23 0.16 0.13 0.351
H 4.06288 -1.19676 -0.61192 -0.29 0.15 -0.26 0.446
H 2.03258 -3.18744 -0.29747 -0.51 0.15 -0.07 0.391
H 1.36111 -5.22009 -1.55677 -0.17 0.11 0.24 0.380
H -1.01432 -5.76643 -1.85109 -0.10 -0.15 -0.14 0.381
H -1.36043 0.40441 0.47375 0.18 -1.03 -0.74 0.460
H 0.30066 0.45424 -1.94299 0.32 -0.12 -0.11 0.420
H 1.16094 0.50013 -4.27399 0.14 0.00 0.19 0.277
C -1.80271 5.63448 3.93795 -0.11 0.35 -0.11 -1.394
C -1.79253 4.23021 3.40134 0.22 0.00 0.14 1.070
C -1.08575 3.92105 2.22623 -0.93 -0.06 0.60 -0.961
C -1.07988 2.62753 1.75246 -0.01 -0.94 0.32 -0.074
C -1.61030 1.52075 2.53009 0.04 0.64 -0.02 0.583
O -1.33757 0.26972 2.31078 -0.30 0.16 1.29 -0.723
C -2.44261 1.89884 3.62876 0.56 -0.32 -0.63 -0.768
C -2.49512 3.20951 4.05557 0.20 0.32 -0.18 -0.562
H -2.35702 5.73183 4.87646 0.06 -0.16 -0.06 0.326
H -0.80205 6.04715 4.10450 0.03 -0.15 0.03 0.299
H -2.28427 6.30278 3.22116 -0.07 0.18 -0.02 0.280
H -0.56873 4.70440 1.67120 -0.12 -0.08 0.08 0.303
H -0.56991 2.43318 0.82235 0.17 -0.14 0.04 0.252
H -2.95219 1.07944 4.12168 -0.03 0.14 0.19 0.342
H -3.07746 3.46791 4.93761 0.01 -0.03 -0.04 0.234